The following is a quantum chemistry calculation of a structure of composition C32H27FeN3O6PS, from the Open Molecules 2025 dataset.

Cartesian coordinates (Å):
Fe (1.920, -1.672, 0.225)
O (1.157, -5.111, 2.614)
C (1.420, -4.128, 1.701)
O (1.464, -2.942, 2.096)
C (1.604, -4.502, 0.338)
C (1.451, -5.800, -0.175)
C (1.576, -5.998, -1.544)
C (1.789, -4.913, -2.378)
C (1.929, -3.622, -1.825)
N (1.919, -3.445, -0.464)
C (2.029, -2.400, -2.542)
O (2.083, -2.387, -3.915)
O (2.036, -1.288, -1.962)
H (1.024, -4.665, 3.464)
H (1.224, -6.609, 0.501)
H (1.497, -6.994, -1.958)
H (1.851, -5.055, -3.450)
H (2.131, -3.295, -4.232)
S (4.543, -1.814, 0.616)
C (4.198, -0.220, 0.129)
C (5.163, 0.594, -0.494)
C (4.825, 1.865, -0.883)
C (3.532, 2.328, -0.628)
C (2.643, 1.478, -0.002)
N (2.946, 0.239, 0.373)
H (6.143, 0.178, -0.671)
H (5.544, 2.502, -1.380)
H (3.223, 3.321, -0.917)
H (1.637, 1.807, 0.226)
N (-0.504, -0.173, 0.597)
P (-1.318, 1.220, 0.636)
C (-1.025, 2.198, -0.845)
C (-0.126, 1.709, -1.803)
C (0.208, 2.484, -2.890)
C (-0.332, 3.758, -3.039)
C (-1.207, 4.255, -2.081)
C (-1.549, 3.492, -0.985)
C (-0.713, 2.065, 2.104)
C (0.523, 1.726, 2.663)
C (1.043, 2.491, 3.685)
C (0.358, 3.610, 4.152)
C (-0.872, 3.947, 3.599)
C (-1.404, 3.187, 2.579)
C (-3.107, 1.053, 0.908)
C (-3.464, 0.354, 2.064)
C (-4.776, -0.026, 2.264)
C (-5.738, 0.283, 1.314)
C (-5.383, 0.973, 0.159)
C (-4.070, 1.341, -0.054)
H (0.302, 0.723, -1.683)
H (0.902, 2.106, -3.626)
H (-0.062, 4.365, -3.890)
H (-1.612, 5.252, -2.199)
H (-2.221, 3.882, -0.234)
H (1.037, 0.846, 2.298)
H (1.992, 2.228, 4.130)
H (0.776, 4.215, 4.944)
H (-1.413, 4.808, 3.968)
H (-2.371, 3.436, 2.160)
H (-2.693, 0.121, 2.788)
H (-5.055, -0.581, 3.150)
H (-6.764, -0.021, 1.463)
H (-6.137, 1.203, -0.581)
H (-3.778, 1.849, -0.962)
C (-2.544, -1.762, -1.829)
O (-2.071, -0.765, -0.945)
C (-0.930, -1.096, -0.256)
O (-0.394, -2.177, -0.434)
H (-1.933, -1.802, -2.735)
H (-3.571, -1.494, -2.078)
H (-2.506, -2.737, -1.337)

Computed properties:
**Multiplicity**: 5
**Charge**: -1
**LUMO level (spin up / spin down)**: 0.068 / 0.078 Eh
**HOMO (spin up / spin down)**: -0.75 / -4.53 eV
**Relative energy (zero: lowest compared OMol25 entry of this formula, charge and spin)**: 62.0 kJ/mol
**<S²>**: 6.21
**Kohn-Sham gap (spin up / spin down)**: 2.616 / 6.646 eV

=====

The following is a quantum chemistry calculation of a structure of composition C28H23GeN3PdSe, from the Open Molecules 2025 dataset.

Cartesian coordinates (Å):
Pd (0.567, -0.250, 1.533)
C (2.827, -2.700, -1.352)
C (2.197, -3.929, -1.272)
C (1.161, -4.101, -0.367)
C (0.766, -3.037, 0.428)
N (1.368, -1.842, 0.321)
C (2.379, -1.681, -0.532)
C (-0.324, -3.137, 1.429)
C (-0.932, -4.334, 1.775)
C (-1.926, -4.337, 2.740)
C (-2.282, -3.147, 3.350)
C (-1.628, -1.992, 2.963)
N (-0.685, -1.992, 2.023)
H (3.648, -2.527, -2.033)
H (2.509, -4.750, -1.903)
H (0.667, -5.059, -0.295)
H (2.841, -0.703, -0.538)
H (-0.628, -5.260, 1.311)
H (-2.409, -5.265, 3.018)
H (-3.043, -3.104, 4.116)
H (-1.844, -1.036, 3.421)
Se (0.273, 1.361, 3.369)
C (2.044, 0.861, 3.131)
N (3.028, 0.371, 2.755)
C (-2.935, 0.761, 1.282)
Ge (-1.258, 0.882, 0.302)
C (-1.406, 0.079, -1.465)
C (-1.162, -1.227, -1.873)
C (-1.359, -1.602, -3.195)
C (-1.805, -0.675, -4.127)
C (-2.057, 0.633, -3.733)
C (-1.852, 1.007, -2.412)
C (-0.497, 2.657, 0.248)
C (-1.213, 3.700, 0.775)
C (-0.649, 4.986, 0.892)
C (0.642, 5.198, 0.508)
C (1.420, 4.149, -0.040)
C (2.768, 4.354, -0.421)
C (3.512, 3.336, -0.943)
C (2.931, 2.066, -1.129)
C (1.632, 1.835, -0.770)
C (0.841, 2.864, -0.199)
H (-3.676, 1.350, 0.736)
H (-2.858, 1.166, 2.290)
H (-3.292, -0.268, 1.309)
H (-0.832, -1.974, -1.165)
H (-1.166, -2.624, -3.496)
H (-1.955, -0.971, -5.157)
H (-2.403, 1.363, -4.452)
H (-2.027, 2.042, -2.131)
H (-2.226, 3.544, 1.131)
H (-1.238, 5.794, 1.305)
H (1.095, 6.176, 0.618)
H (3.202, 5.338, -0.287)
H (4.542, 3.502, -1.229)
H (3.521, 1.277, -1.580)
H (1.185, 0.870, -0.980)

Computed properties:
**Multiplicity**: 2
**Charge**: +1
**LUMO level (spin up / spin down)**: -0.150 / -0.152 Eh
**HOMO (spin up / spin down)**: -10.78 / -10.77 eV
**Relative energy (zero: lowest compared OMol25 entry of this formula, charge and spin)**: 25.9 kJ/mol
**<S²>**: 0.76
**Kohn-Sham gap (spin up / spin down)**: 6.699 / 6.625 eV

=====

The following is a quantum chemistry calculation of a cluster of 3 separate species, C6H14O2 in total, from the Open Molecules 2025 dataset.

Cartesian coordinates (Å):
C (0.503, -0.475, -2.903)
C (-0.605, -1.507, -2.220)
C (-1.237, 0.082, 1.668)
C (-0.291, -0.806, 1.498)
C (-0.071, -1.322, 0.198)
C (-0.777, -0.907, -0.791)
H (0.358, 0.047, -3.887)
H (1.459, -1.031, -3.048)
H (0.790, 0.301, -2.223)
H (-0.340, -2.583, -2.226)
H (-1.349, -1.292, -2.855)
H (-1.589, 0.420, 2.576)
H (-1.933, 0.633, 1.012)
H (0.197, -1.217, 2.389)
H (0.717, -2.110, 0.083)
H (-1.638, -0.219, -0.655)
H (0.426, 1.564, 1.351)
H (0.131, 2.739, 0.682)
O (-0.217, 2.332, 1.531)
H (1.714, 1.268, 3.165)
H (1.579, 2.340, 2.248)
O (2.174, 1.743, 2.406)

Computed properties:
**Multiplicity**: 2
**Charge**: -1
**LUMO level (spin up / spin down)**: 0.147 / 0.140 Eh
**HOMO (spin up / spin down)**: 0.64 / -3.13 eV
**Relative energy (zero: lowest compared OMol25 entry of this formula, charge and spin)**: 308.4 kJ/mol
**<S²>**: 0.76
**Kohn-Sham gap (spin up / spin down)**: 3.352 / 6.952 eV

=====

The following is a quantum chemistry calculation of an isolated molecule of C3H7N3O, from the Open Molecules 2025 dataset.

Cartesian coordinates (Å):
C (2.516, -0.022, 0.174)
N (1.161, 0.302, 0.579)
C (0.182, 0.435, -0.366)
O (0.400, 0.482, -1.562)
N (-1.124, 0.482, 0.168)
C (-2.164, -0.243, -0.382)
N (-3.250, -0.401, 0.260)
H (2.541, 0.161, -0.899)
H (2.757, -1.079, 0.357)
H (3.255, 0.603, 0.686)
H (0.871, 0.063, 1.513)
H (-1.317, 0.859, 1.086)
H (-1.910, -0.671, -1.355)
H (-3.918, -0.969, -0.259)

Computed properties:
**Multiplicity**: 1
**LUMO level**: 0.030 Eh
**HOMO**: -9.60 eV
**Relative energy (zero: lowest compared OMol25 entry of this formula, charge and spin)**: 29.8 kJ/mol
**Kohn-Sham gap**: 10.411 eV

=====

The following is a quantum chemistry calculation of a structure of composition H26NaO17S, from the Open Molecules 2025 dataset.

Cartesian coordinates (Å):
Na (3.663, -1.909, 0.163)
S (0.473, -0.293, 0.040)
O (-0.563, -0.402, -0.977)
O (-0.194, -0.651, 1.329)
O (1.514, -1.268, -0.284)
O (0.913, 1.113, 0.011)
O (1.265, 3.058, 2.888)
H (1.185, 3.288, 1.962)
H (0.695, 2.297, 2.996)
O (-2.892, -0.954, -0.376)
H (-2.007, -0.591, -0.422)
H (-2.933, -1.379, 0.480)
O (0.523, 1.165, -3.230)
H (-0.146, 1.073, -2.551)
H (1.297, 0.738, -2.864)
O (1.428, -1.502, 3.170)
H (1.018, -2.310, 3.479)
H (0.979, -1.303, 2.348)
O (2.122, -1.888, -2.542)
H (1.942, -1.607, -1.645)
H (2.394, -1.089, -2.993)
O (-3.523, 1.243, -1.783)
H (-3.286, 1.314, -2.708)
H (-3.294, 0.345, -1.545)
O (-1.733, -2.190, 2.608)
H (-1.170, -1.643, 2.061)
H (-1.128, -2.780, 3.058)
O (1.051, 3.581, 0.337)
H (0.806, 2.681, 0.124)
H (0.227, 4.068, 0.307)
O (-0.628, 1.044, 3.211)
H (-0.741, 0.382, 3.893)
H (-0.370, 0.548, 2.435)
O (-1.646, 2.290, 0.018)
H (-2.410, 2.022, -0.494)
H (-1.020, 1.575, -0.093)
O (-0.394, -3.286, -1.218)
H (0.017, -2.544, -0.775)
H (0.233, -3.538, -1.896)
O (3.608, 0.853, 0.463)
H (2.669, 0.993, 0.585)
H (3.756, 1.018, -0.468)
O (-1.605, -1.251, -3.131)
H (-0.831, -1.333, -3.688)
H (-1.260, -0.975, -2.281)

Computed properties:
**Multiplicity**: 1
**Charge**: -1
**LUMO level**: 0.017 Eh
**HOMO**: -6.59 eV
**Relative energy (zero: lowest compared OMol25 entry of this formula, charge and spin)**: 227.7 kJ/mol
**Kohn-Sham gap**: 7.043 eV

=====

The following is a quantum chemistry calculation of a cluster of 2 separate species, C4H15N3O in total, from the Open Molecules 2025 dataset.

Cartesian coordinates (Å):
N (1.748, 0.741, -0.201)
C (1.243, 0.917, -1.565)
C (-0.048, 0.147, -1.793)
N (-1.063, 0.396, -0.812)
C (-1.562, -0.676, 0.031)
C (-1.931, -0.108, 1.411)
N (-0.756, 0.542, 1.951)
H (2.300, 1.541, 0.080)
H (1.009, 0.704, 0.505)
H (1.960, 0.482, -2.241)
H (1.134, 1.958, -1.869)
H (-0.472, 0.473, -2.754)
H (0.084, -0.914, -1.947)
H (-0.864, 1.224, -0.230)
H (-2.464, -1.100, -0.412)
H (-0.778, -1.417, 0.186)
H (-2.751, 0.591, 1.274)
H (-2.309, -0.960, 1.970)
H (-0.137, -0.129, 2.399)
H (-0.980, 1.275, 2.606)
H (1.616, -2.402, 0.413)
H (2.570, -1.238, 0.233)
O (2.450, -2.046, 0.764)

Computed properties:
**Multiplicity**: 2
**Charge**: +1
**LUMO level (spin up / spin down)**: -0.103 / -0.288 Eh
**HOMO (spin up / spin down)**: -13.72 / -13.72 eV
**Relative energy (zero: lowest compared OMol25 entry of this formula, charge and spin)**: 24.3 kJ/mol
**<S²>**: 0.75
**Kohn-Sham gap (spin up / spin down)**: 10.928 / 5.874 eV

=====

The following is a quantum chemistry calculation of a cluster of 2 separate species, C6H8Si in total, from the Open Molecules 2025 dataset.

Cartesian coordinates (Å):
C (0.258, 0.669, 1.381)
C (1.377, 3.432, -3.209)
C (0.097, 1.008, 0.079)
C (0.971, 2.588, -2.448)
C (-0.428, -2.795, 0.957)
C (-0.997, -2.052, 1.977)
Si (0.201, 1.137, -1.672)
H (0.827, -0.253, 1.660)
H (1.461, 4.269, -3.884)
H (-1.060, -3.135, 0.155)
H (0.581, -2.862, 0.684)
H (-0.313, 0.991, 2.140)
H (-1.977, -1.891, 2.165)
H (-0.358, -1.597, 2.705)
H (-0.639, 0.490, -2.689)

Computed properties:
**Multiplicity**: 3
**LUMO level (spin up / spin down)**: 0.012 / -0.065 Eh
**HOMO (spin up / spin down)**: -5.81 / -9.81 eV
**Relative energy (zero: lowest compared OMol25 entry of this formula, charge and spin)**: 132.0 kJ/mol
**<S²>**: 2.02
**Kohn-Sham gap (spin up / spin down)**: 6.149 / 8.040 eV

=====

The following is a quantum chemistry calculation of an isolated molecule of C2H8N2O2S2, from the Open Molecules 2025 dataset.

Cartesian coordinates (Å):
C (-0.011, -0.734, -1.380)
C (0.074, -0.095, -0.045)
N (-2.608, -0.283, 0.282)
N (2.259, 0.324, 1.452)
O (-1.733, 1.908, -0.206)
O (2.233, 0.817, -1.102)
S (-1.392, 0.863, 0.687)
S (1.463, 1.121, 0.093)
H (-0.850, -0.408, -1.868)
H (0.829, -0.369, -2.166)
H (0.055, -1.859, -1.303)
H (0.338, -0.752, 0.674)
H (-2.467, -1.137, 0.777)
H (-3.544, 0.039, 0.493)
H (3.150, 0.094, 1.202)
H (2.202, 0.470, 2.410)

Computed properties:
**Multiplicity**: 1
**LUMO level**: 0.015 Eh
**HOMO**: -9.05 eV
**Relative energy (zero: lowest compared OMol25 entry of this formula, charge and spin)**: 178.1 kJ/mol
**Kohn-Sham gap**: 9.459 eV

=====

Quick rundown of max |F|, same order as above: 3.08 0.47 8.74 0.51 3.34 2.27 6.19 3.67 eV Å⁻¹